The following is a quantum chemistry calculation of a cluster of 16 separate species, C28H94N6O16 in total, from the OMol25 dataset.

Geometry (Å):
C1 5.27 -28.98 4.07
C2 5.20 -30.42 4.49
C3 5.55 -31.40 3.36
O1 5.33 -32.73 3.83
C4 5.62 -33.80 2.93
N1 6.13 -30.63 5.55
H1 6.25 -28.64 3.74
H2 5.17 -28.34 4.95
H3 4.59 -28.65 3.28
H4 4.16 -30.56 4.79
H5 6.51 -31.18 2.90
H6 4.77 -31.26 2.62
H7 5.26 -33.56 1.92
H8 5.19 -34.69 3.38
H9 6.71 -33.84 2.92
H10 5.88 -30.09 6.36
H11 6.27 -31.57 5.91
C5 2.48 -28.22 6.79
C6 1.87 -28.63 8.12
C7 2.54 -29.87 8.76
O2 2.07 -31.12 8.22
C8 2.80 -32.15 8.87
N2 1.95 -27.39 8.97
H12 2.66 -28.97 6.02
H13 3.48 -27.79 6.92
H14 1.92 -27.42 6.32
H15 0.82 -28.90 7.99
H16 2.38 -29.76 9.83
H17 3.62 -29.77 8.59
H18 3.86 -31.96 8.70
H19 2.55 -33.03 8.29
H20 2.52 -32.26 9.92
H21 1.67 -27.65 9.91
H22 1.29 -26.73 8.62
C9 0.88 -29.95 3.81
C10 0.57 -29.77 2.32
C11 1.41 -30.69 1.40
O3 1.08 -30.36 0.05
C12 2.00 -30.76 -0.95
N3 -0.82 -30.04 2.08
H23 1.92 -29.76 4.08
H24 0.66 -30.96 4.18
H25 0.32 -29.29 4.47
H26 0.71 -28.73 2.02
H27 1.30 -31.73 1.73
H28 2.42 -30.43 1.74
H29 1.52 -30.53 -1.91
H30 2.17 -31.84 -0.96
H31 2.95 -30.23 -0.97
H32 -0.75 -30.08 1.08
H33 -1.30 -29.17 2.27
C13 5.14 -34.08 6.93
C14 6.56 -33.55 7.18
C15 7.40 -34.23 8.24
O4 8.56 -33.46 8.58
C16 9.32 -33.97 9.70
N4 7.17 -33.57 5.85
H34 4.48 -33.56 6.23
H35 4.51 -34.25 7.81
H36 5.22 -35.07 6.47
H37 6.48 -32.49 7.45
H38 7.57 -35.26 7.92
H39 6.75 -34.18 9.12
H40 10.05 -33.26 10.09
H41 10.00 -34.78 9.42
H42 8.82 -34.26 10.62
H43 6.38 -33.30 5.28
H44 7.19 -34.53 5.54
C17 5.48 -31.69 -0.68
C18 5.78 -30.21 -0.93
C19 6.14 -29.32 0.27
O5 6.50 -27.99 -0.16
C20 6.55 -27.00 0.84
N5 6.88 -30.25 -1.86
H45 4.66 -31.91 0.00
H46 6.39 -32.15 -0.29
H47 5.16 -32.25 -1.56
H48 4.95 -29.69 -1.42
H49 6.91 -29.76 0.89
H50 5.24 -29.26 0.88
H51 6.69 -26.01 0.42
H52 7.49 -27.21 1.35
H53 5.67 -27.00 1.48
H54 7.62 -30.79 -1.43
H55 7.28 -29.32 -1.82
C21 3.19 -37.20 3.23
C22 2.76 -38.62 3.54
C23 2.76 -39.39 2.18
O6 2.21 -40.72 2.29
C24 2.06 -41.30 1.04
N6 3.80 -39.18 4.38
H56 2.42 -36.65 2.69
H57 4.04 -37.20 2.55
H58 3.41 -36.66 4.15
H59 1.81 -38.55 4.06
H60 3.78 -39.45 1.79
H61 2.18 -38.84 1.44
H62 1.88 -42.28 1.46
H63 3.00 -41.37 0.48
H64 1.20 -41.00 0.45
H65 3.61 -38.94 5.34
H66 3.54 -40.16 4.33
O7 6.87 -36.36 1.41
H67 7.47 -37.10 1.27
H68 6.80 -36.28 2.36
O8 8.67 -29.91 5.15
H69 7.75 -30.18 5.20
H70 9.13 -30.49 5.76
O9 7.73 -36.23 4.08
H71 8.61 -36.59 4.22
H72 7.16 -36.80 4.58
O10 5.94 -25.80 4.42
H73 6.75 -25.42 4.07
H74 6.22 -26.25 5.22
O11 5.89 -28.74 7.99
H75 6.36 -28.24 7.32
H76 6.57 -29.06 8.58
O12 7.53 -27.55 6.13
H77 8.00 -28.33 5.84
H78 8.22 -26.96 6.43
C25 4.02 -36.56 -0.56
O13 4.47 -35.36 0.11
H79 4.19 -37.43 0.07
H80 2.94 -36.60 -0.70
H81 4.37 -36.72 -1.58
H82 5.33 -35.56 0.49
C26 9.09 -32.09 1.84
O14 10.36 -31.57 1.80
H83 8.76 -32.41 2.83
H84 8.36 -31.31 1.61
H85 8.96 -32.91 1.13
H86 10.99 -32.28 1.95
C27 1.99 -33.95 4.16
O15 0.75 -34.59 3.93
H87 1.91 -33.44 5.12
H88 2.88 -34.57 4.10
H89 2.17 -33.26 3.34
H90 0.17 -33.97 3.48
C28 2.56 -25.72 4.08
O16 3.58 -26.14 3.17
H91 1.79 -26.48 4.15
H92 2.98 -25.55 5.07
H93 2.09 -24.77 3.82
H94 4.45 -26.18 3.56

Summary:
**Orbital gap**: 8.957 eV
**HOMO level**: -9.071 eV
**E_LUMO**: -0.0042 Ha
**Max |F|**: 3.2 eV/A

Here are the Löwdin charges for atoms 1 to 8, given in e: number 1, C, carries -0.06; number 2, C, carries -0.39; number 3, C, carries -0.15; number 4, O, carries -0.24; number 5, C, carries -0.07; number 6, N, carries 0.07; number 7, H, carries 0.08; number 8, H, carries 0.06